[1]
{
  "formula": "C23H32N2O5S",
  "method": "ωB97M-V/def2-TZVPD",
  "homo_ev": -7.8,
  "gap_ev": 8.31,
  "energy_ha": -1778.69639,
  "e_above_lowest_ev": 22.693,
  "lumo_energy_ev": 0.5,
  "species": ["C", "H", "H", "O", "C", "C", "C", "C", "C", "C", "O", "C", "H", "H", "H", "H", "C", "H", "H", "C", "N", "C", "O", "C", "H", "H", "C", "C", "C", "C", "C", "C", "C", "H", "H", "S", "O", "O", "N", "H", "C", "C", "C", "H", "H", "H", "C", "H", "H", "H", "H", "H", "H", "H", "H", "H", "H", "H", "H", "H", "H", "H", "H"],
  "xyz": [[-3.595, -0.148, 0.559], [-4.542, 0.341, 0.456], [-3.161, -0.022, -0.491], [-2.826, 0.216, 1.649], [-1.687, -0.654, 2.152], [-1.656, -0.427, 3.692], [-0.709, -1.077, 4.439], [0.019, -2.250, 3.621], [-0.085, -2.304, 2.277], [-0.984, -1.415, 1.499], [-1.306, -1.513, 0.282], [-0.333, -2.458, -0.475], [-0.349, -2.157, -1.695], [-0.583, -3.347, -0.307], [0.809, -2.191, -0.424], [0.576, -2.763, 1.823], [1.134, -2.857, 4.336], [1.410, -3.696, 3.800], [0.420, -3.469, 5.168], [2.130, -2.028, 4.926], [2.997, -1.691, 3.752], [2.813, -0.224, 3.528], [2.142, 0.554, 3.976], [3.745, 0.128, 2.288], [3.658, -1.079, 1.382], [4.793, 0.047, 2.475], [3.626, 1.402, 1.469], [2.188, 1.119, 0.507], [2.665, 0.861, -0.672], [1.635, 0.701, -1.722], [0.228, 0.817, -1.348], [0.069, 1.186, -0.081], [0.970, 1.450, 0.860], [0.919, 1.741, 1.874], [-0.951, 1.518, 0.209], [-1.124, 0.696, -2.597], [-0.699, -0.702, -3.350], [-2.295, 1.263, -1.989], [-0.471, 1.928, -3.628], [-1.066, 2.789, -3.310], [-0.273, 1.833, -5.104], [-1.637, 2.043, -5.675], [-2.618, 0.971, -5.359], [-2.758, 1.143, -4.368], [-3.595, 1.044, -5.935], [-2.373, -0.031, -5.765], [-1.175, 1.779, -7.463], [-0.827, 0.779, -7.699], [-2.200, 1.758, -8.021], [-0.493, 2.352, -7.557], [-1.908, 2.873, -5.772], [-0.037, 0.536, -5.158], [0.451, 2.195, -5.650], [1.862, 0.418, -2.758], [3.663, 0.728, -1.136], [3.003, 2.200, 2.360], [4.415, 1.700, 0.998], [3.455, -2.242, 3.265], [2.750, -2.710, 5.491], [1.734, -0.936, 5.365], [-0.670, -1.202, 5.297], [-2.423, 0.292, 4.147], [-3.759, -1.360, 0.571]]
}

[2]
{
  "formula": "CH5NOS",
  "method": "ωB97M-V/def2-TZVPD",
  "homo_ev": [-8.7, -9.4],
  "gap_ev": [8.49, 8.72],
  "energy_ha": -569.14611,
  "e_above_lowest_ev": 3.865,
  "lumo_energy_ev": [-0.2, -0.7],
  "species": ["C", "N", "O", "S", "H", "H", "H", "H", "H"],
  "xyz": [[-1.333, 0.535, 1.000], [1.406, -0.068, -1.097], [0.579, -2.347, -0.063], [1.128, -1.028, 0.276], [-1.946, -0.256, 0.470], [-0.765, 1.132, 0.327], [2.270, 0.382, -1.397], [0.591, 0.574, -1.276], [-1.930, 1.075, 1.759]]
}

[3]
{
  "formula": "C19H28MgNO5",
  "method": "ωB97M-V/def2-TZVPD",
  "homo_ev": [-0.6, -2.8],
  "gap_ev": [2.92, 5.14],
  "energy_ha": -1371.51492,
  "e_above_lowest_ev": 1.995,
  "lumo_energy_ev": [2.3, 2.3],
  "charge": -1,
  "species": ["O", "C", "C", "H", "H", "C", "H", "H", "C", "H", "H", "H", "C", "H", "H", "H", "Mg", "C", "C", "C", "H", "C", "C", "H", "H", "H", "H", "C", "C", "C", "H", "C", "C", "H", "H", "H", "H", "O", "C", "C", "H", "H", "C", "H", "H", "C", "H", "H", "H", "H", "O", "N", "O", "O"],
  "xyz": [[-0.532, 0.044, -2.660], [0.537, 0.044, -3.660], [0.152, 1.387, -4.256], [0.374, -0.767, -4.368], [1.574, -0.019, -3.238], [-1.128, 1.216, -3.394], [0.027, 1.447, -5.349], [0.884, 2.117, -3.877], [-2.314, 0.620, -4.152], [-2.008, -0.335, -4.612], [-2.687, 1.282, -4.948], [-3.130, 0.390, -3.442], [-1.433, 2.379, -2.484], [-0.506, 2.913, -2.260], [-1.851, 2.031, -1.536], [-2.143, 3.101, -2.923], [0.983, -0.608, -1.225], [1.255, 1.724, 1.022], [2.269, 0.741, 1.044], [2.686, 0.513, -0.332], [2.851, 0.469, 1.924], [1.931, 1.411, -1.152], [0.991, 2.092, -0.301], [0.330, 2.915, -0.553], [0.844, 2.230, 1.894], [3.558, -0.066, -0.639], [2.144, 1.705, -2.177], [-1.208, -1.022, 0.856], [-1.786, 0.359, 0.857], [-2.745, 0.466, -0.119], [-1.421, 1.118, 1.537], [-2.849, -0.793, -0.841], [-1.981, -1.675, -0.268], [-1.719, -2.669, -0.616], [-1.249, -1.534, 1.830], [-3.338, 1.350, -0.351], [-3.521, -0.976, -1.683], [0.850, -1.265, -5.935], [0.267, -0.608, -7.096], [0.665, -1.387, -8.357], [0.644, 0.434, -7.167], [-0.827, -0.557, -6.956], [1.640, -2.486, -7.869], [1.155, -0.693, -9.045], [-0.210, -1.796, -8.873], [1.574, -2.436, -6.336], [2.657, -2.257, -8.213], [1.358, -3.480, -8.239], [2.570, -2.399, -5.884], [1.018, -3.304, -5.979], [0.240, 0.065, 2.742], [0.937, -0.704, 2.113], [1.741, -1.534, 2.474], [0.179, -1.083, 0.510]]
}

[4]
{
  "formula": "C29H27F5GaGeN4O2Te",
  "method": "ωB97M-V/def2-TZVPD",
  "homo_ev": -3.9,
  "gap_ev": 5.87,
  "energy_ha": -6259.97786,
  "e_above_lowest_ev": 3.806,
  "lumo_energy_ev": 2.0,
  "charge": -1,
  "species": ["Ga", "N", "C", "O", "C", "C", "C", "C", "N", "C", "H", "H", "H", "H", "H", "H", "F", "Te", "F", "F", "F", "F", "O", "C", "C", "N", "C", "C", "N", "H", "H", "H", "H", "H", "H", "C", "Ge", "C", "C", "C", "C", "C", "C", "C", "C", "C", "C", "C", "C", "C", "C", "C", "C", "C", "C", "H", "H", "H", "H", "H", "H", "H", "H", "H", "H", "H", "H", "H", "H", "H"],
  "xyz": [[0.327, -0.254, -0.263], [-3.241, 1.887, 3.854], [-2.196, 1.478, 4.625], [-2.178, 1.662, 5.828], [-1.069, 0.796, 3.915], [-0.042, 0.242, 4.675], [1.017, -0.380, 4.039], [1.027, -0.435, 2.653], [0.047, 0.103, 1.929], [-0.974, 0.697, 2.534], [-4.035, 2.283, 4.325], [-3.346, 1.604, 2.898], [-0.103, 0.309, 5.753], [1.823, -0.827, 4.603], [1.822, -0.897, 2.079], [-1.713, 1.103, 1.855], [2.521, -1.289, -1.281], [0.016, -2.886, -1.514], [-1.107, -3.132, -3.162], [0.541, -4.652, -0.547], [0.420, -2.237, 0.514], [-1.621, -3.519, -0.753], [-0.764, -1.159, -1.410], [-0.567, 3.563, 0.195], [-1.521, 2.642, -0.476], [-1.487, 1.327, -0.429], [-2.578, 0.862, -1.134], [-3.281, 1.919, -1.610], [-2.603, 3.044, -1.185], [0.286, 2.988, 0.543], [-1.031, 4.062, 1.049], [-0.205, 4.329, -0.492], [-2.733, -0.195, -1.266], [-4.173, 1.972, -2.209], [-2.849, 3.991, -1.407], [2.328, -0.110, -0.415], [2.671, 1.424, -1.592], [4.527, 1.457, -2.301], [5.591, 1.160, -1.451], [6.901, 1.204, -1.905], [7.171, 1.547, -3.224], [6.122, 1.850, -4.080], [4.813, 1.806, -3.619], [2.652, 3.018, -0.415], [2.658, 4.338, -0.858], [2.726, 5.393, 0.043], [2.817, 5.140, 1.405], [2.835, 3.829, 1.862], [2.743, 2.780, 0.959], [1.482, 1.619, -3.163], [0.554, 2.646, -3.318], [-0.361, 2.625, -4.362], [-0.364, 1.568, -5.261], [0.543, 0.529, -5.111], [1.459, 0.558, -4.069], [5.384, 0.886, -0.421], [7.717, 0.965, -1.233], [8.193, 1.577, -3.583], [6.323, 2.118, -5.111], [3.996, 2.046, -4.292], [2.622, 4.542, -1.924], [2.718, 6.418, -0.310], [2.893, 5.965, 2.104], [2.934, 3.626, 2.923], [2.744, 1.748, 1.300], [0.545, 3.468, -2.607], [-1.076, 3.433, -4.475], [-1.085, 1.547, -6.069], [0.527, -0.310, -5.795], [2.153, -0.267, -3.941]]
}

[5]
{
  "formula": "C7H10O2SSi",
  "method": "ωB97M-V/def2-TZVPD",
  "homo_ev": -7.7,
  "gap_ev": 7.80,
  "energy_ha": -1110.76231,
  "e_above_lowest_ev": 2.556,
  "lumo_energy_ev": 0.1,
  "species": ["C", "C", "C", "C", "C", "C", "C", "O", "O", "Si", "S", "H", "H", "H", "H", "H", "H", "H", "H", "H", "H"],
  "xyz": [[-0.503, 1.864, 0.046], [-1.482, 1.576, -0.924], [0.046, 0.880, 0.733], [-2.149, 0.433, -0.906], [-0.313, -0.538, 0.462], [-1.697, -0.722, 0.014], [-2.479, -1.786, 0.142], [0.506, -1.117, -0.607], [2.796, -0.151, -0.958], [3.478, -0.371, 0.517], [1.323, -0.244, -1.612], [-0.288, 2.936, 0.325], [-1.917, 2.418, -1.485], [0.959, 1.102, 1.425], [-2.846, 0.351, -1.748], [-0.183, -1.128, 1.358], [-3.409, -1.821, -0.326], [-2.305, -2.449, 0.882], [2.334, -0.690, 1.500], [3.854, 0.990, 0.654], [4.275, -1.533, 0.506]]
}

[6]
{
  "formula": "C37H49BrN10O2PSm",
  "method": "ωB97M-V/def2-TZVPD",
  "homo_ev": [-12.5, -12.5],
  "gap_ev": [6.29, 6.30],
  "energy_ha": -5710.13584,
  "e_above_lowest_ev": 0.087,
  "lumo_energy_ev": [-6.2, -6.2],
  "spin_multiplicity": 6,
  "charge": 2,
  "species": ["Sm", "C", "C", "N", "C", "C", "N", "C", "C", "N", "C", "C", "N", "C", "C", "C", "C", "C", "C", "C", "N", "H", "H", "H", "H", "H", "H", "H", "H", "H", "H", "H", "H", "H", "H", "H", "H", "H", "H", "H", "H", "H", "H", "H", "O", "C", "C", "C", "C", "C", "C", "C", "O", "N", "N", "C", "C", "Br", "C", "C", "C", "C", "C", "C", "C", "H", "H", "H", "H", "H", "H", "H", "H", "H", "H", "H", "H", "H", "H", "C", "N", "C", "N", "C", "N", "C", "P", "C", "C", "H", "H", "H", "H", "H", "H", "H", "H", "H", "H", "H", "H"],
  "xyz": [[0.630, 0.446, 0.282], [4.847, -1.485, 0.121], [3.425, -1.055, -0.050], [2.848, -0.223, 0.726], [3.597, 0.573, 1.702], [2.725, 1.349, 2.747], [1.253, 1.289, 2.543], [0.488, 2.542, 2.799], [0.465, 3.473, 1.587], [0.129, 2.754, 0.341], [-1.254, 2.814, -0.172], [-1.392, 2.167, -1.565], [-0.978, 0.724, -1.670], [-1.567, -0.090, -2.739], [-2.521, 0.525, -3.722], [0.955, -0.704, -2.637], [1.461, -1.292, -3.770], [2.600, -2.064, -3.604], [3.236, -2.105, -2.371], [2.667, -1.441, -1.298], [1.469, -0.858, -1.439], [5.041, -1.752, 1.160], [5.522, -0.658, -0.120], [5.112, -2.338, -0.495], [4.135, 1.311, 1.100], [4.348, -0.010, 2.232], [3.034, 2.393, 2.719], [2.979, 0.976, 3.736], [0.889, 0.605, 3.187], [0.888, 3.096, 3.650], [-0.529, 2.241, 3.041], [1.453, 3.913, 1.456], [-0.233, 4.287, 1.789], [0.751, 3.054, -0.406], [-1.581, 3.847, -0.304], [-1.924, 2.339, 0.534], [-0.850, 2.751, -2.298], [-2.446, 2.206, -1.830], [-3.487, 0.674, -3.234], [-2.679, -0.181, -4.536], [-2.164, 1.475, -4.113], [1.014, -1.154, -4.747], [3.034, -2.572, -4.457], [4.182, -2.617, -2.276], [4.243, 0.961, -2.150], [3.989, 1.387, -3.436], [4.997, 1.263, -4.392], [4.812, 1.702, -5.692], [3.606, 2.287, -6.052], [2.609, 2.405, -5.099], [2.756, 1.941, -3.787], [1.536, 2.135, -2.880], [1.582, 1.747, -1.597], [0.296, 1.405, -3.607], [-0.117, 0.321, -2.823], [-1.804, -1.530, -2.396], [-3.004, -1.885, -2.033], [-1.783, -0.360, 1.186], [-4.232, -2.171, -1.700], [-5.268, -2.624, -2.664], [-4.941, -3.383, -3.785], [-5.928, -3.748, -4.688], [-7.244, -3.356, -4.479], [-7.575, -2.607, -3.358], [-6.592, -2.248, -2.448], [5.189, 0.787, -2.106], [5.949, 0.824, -4.101], [5.613, 1.603, -6.416], [3.454, 2.666, -7.055], [1.680, 2.906, -5.369], [1.229, 3.181, -3.023], [0.526, 1.086, -4.543], [-0.968, -2.223, -2.407], [-4.515, -2.071, -0.652], [-3.917, -3.705, -3.934], [-5.673, -4.352, -5.551], [-8.015, -3.646, -5.182], [-8.603, -2.308, -3.186], [-6.851, -1.676, -1.564], [2.484, -4.735, 2.547], [1.248, -4.686, 1.763], [0.109, -4.953, 2.657], [0.056, -4.042, 3.793], [1.312, -4.131, 4.531], [2.486, -3.831, 3.698], [2.508, -2.431, 3.293], [1.025, -1.936, 2.251], [1.098, -3.408, 1.085], [-0.267, -2.679, 3.402], [3.327, -4.485, 1.896], [2.619, -5.752, 2.910], [0.207, -5.970, 3.034], [-0.817, -4.878, 2.087], [1.416, -5.147, 4.910], [1.287, -3.445, 5.379], [3.430, -2.233, 2.738], [2.523, -1.804, 4.187], [1.934, -3.281, 0.395], [0.179, -3.412, 0.495], [-1.231, -2.643, 2.897], [-0.336, -2.049, 4.290]]
}

[7]
{
  "formula": "C7H6CeO6",
  "method": "ωB97M-V/def2-TZVPD",
  "homo_ev": [-22.2, -22.2],
  "gap_ev": [6.95, 6.97],
  "energy_ha": -1195.62955,
  "e_above_lowest_ev": 1.032,
  "lumo_energy_ev": [-15.3, -15.3],
  "spin_multiplicity": 2,
  "charge": 3,
  "species": ["O", "C", "Ce", "O", "C", "C", "O", "C", "O", "C", "O", "C", "C", "O", "H", "H", "H", "H", "H", "H"],
  "xyz": [[3.025, 2.314, -1.622], [2.664, 1.984, -0.584], [-0.788, -0.298, 0.836], [-0.519, 3.041, -0.472], [-0.656, 2.029, 0.051], [1.283, -1.047, -0.007], [2.249, -1.301, -0.599], [1.241, 0.651, 1.946], [2.178, 0.958, 2.564], [-0.309, 0.274, -1.485], [0.107, 0.675, -2.490], [-3.968, -3.849, 0.253], [-3.108, -2.705, -0.256], [-2.653, -1.835, 0.855], [-3.466, -4.472, 0.997], [-4.213, -4.456, -0.612], [-4.915, -3.490, 0.663], [-2.140, -3.049, -0.664], [-3.613, -2.022, -0.944], [-3.176, -2.049, 1.659]]
}

[8]
{
  "formula": "C37H61NO22",
  "method": "ωB97M-V/def2-TZVPD",
  "homo_ev": -7.9,
  "gap_ev": 8.20,
  "energy_ha": -3156.46232,
  "e_above_lowest_ev": 2.354,
  "lumo_energy_ev": 0.3,
  "species": ["C", "C", "C", "O", "C", "O", "O", "H", "H", "H", "H", "H", "H", "C", "C", "C", "O", "C", "O", "O", "H", "H", "H", "H", "H", "H", "C", "C", "C", "O", "C", "O", "O", "H", "H", "H", "H", "H", "H", "C", "C", "C", "O", "C", "O", "O", "H", "H", "H", "H", "H", "H", "C", "C", "C", "O", "C", "O", "O", "H", "H", "H", "H", "H", "H", "C", "C", "C", "O", "C", "O", "O", "H", "H", "H", "H", "H", "H", "C", "C", "C", "O", "C", "O", "O", "H", "H", "H", "H", "H", "H", "C", "C", "C", "C", "C", "C", "N", "O", "C", "C", "C", "H", "H", "H", "H", "H", "H", "H", "H", "H", "H", "H", "H", "H", "H", "H", "H", "H", "H", "H"],
  "xyz": [[-0.844, 0.469, 0.722], [-1.424, -0.921, 0.420], [-1.066, -1.519, -0.950], [0.161, -2.194, -0.675], [0.252, -2.371, 0.675], [1.092, -3.042, 1.188], [-0.797, -1.836, 1.304], [0.229, 0.429, 0.914], [-1.332, 0.885, 1.603], [-1.024, 1.123, -0.129], [-2.508, -0.834, 0.499], [-1.039, -0.696, -1.664], [-1.774, -2.268, -1.309], [2.957, -1.780, 5.180], [3.137, -1.594, 3.645], [2.023, -0.660, 3.088], [2.739, 0.504, 2.770], [4.060, 0.437, 3.071], [4.847, 1.271, 2.785], [4.343, -0.842, 3.412], [3.747, -1.450, 5.851], [2.890, -2.860, 5.334], [2.020, -1.323, 5.489], [3.288, -2.576, 3.209], [1.342, -0.382, 3.898], [1.303, -1.050, 2.365], [0.596, -6.843, 2.697], [1.859, -6.040, 2.491], [2.182, -5.132, 3.692], [3.315, -5.782, 4.238], [3.809, -6.724, 3.383], [4.724, -7.435, 3.622], [2.967, -6.916, 2.354], [0.622, -7.516, 3.557], [0.499, -7.393, 1.759], [-0.306, -6.264, 2.893], [1.757, -5.468, 1.569], [1.310, -5.220, 4.349], [2.250, -4.052, 3.563], [-0.166, 6.273, -3.943], [-1.329, 5.332, -3.637], [-1.748, 4.417, -4.819], [-1.559, 3.114, -4.372], [-1.272, 3.143, -3.044], [-1.324, 2.236, -2.286], [-0.952, 4.393, -2.655], [-0.311, 6.941, -4.789], [0.798, 5.784, -3.874], [-0.247, 6.951, -3.085], [-2.236, 5.892, -3.400], [-1.078, 4.670, -5.652], [-2.722, 4.664, -5.251], [-2.604, -4.217, 2.522], [-2.709, -3.622, 3.920], [-1.540, -3.910, 4.864], [-0.826, -2.719, 4.675], [-1.725, -1.707, 4.572], [-1.586, -0.584, 4.940], [-2.770, -2.185, 3.865], [-2.637, -5.308, 2.479], [-1.662, -3.957, 2.042], [-3.466, -3.913, 1.928], [-3.630, -3.949, 4.410], [-0.999, -4.783, 4.503], [-1.823, -4.045, 5.913], [-5.379, 1.430, -1.578], [-5.298, 0.477, -2.755], [-4.100, 0.484, -3.722], [-3.788, -0.914, -3.797], [-4.397, -1.587, -2.807], [-4.123, -2.679, -2.394], [-5.369, -0.859, -2.263], [-4.458, 1.645, -1.036], [-6.159, 1.058, -0.913], [-5.762, 2.419, -1.842], [-6.201, 0.613, -3.359], [-3.306, 1.082, -3.277], [-4.416, 0.919, -4.665], [-4.272, 1.752, 2.609], [-5.057, 3.066, 2.403], [-4.336, 4.374, 2.843], [-4.074, 5.012, 1.599], [-4.713, 4.416, 0.604], [-4.731, 4.774, -0.540], [-5.214, 3.239, 1.007], [-3.916, 1.804, 3.645], [-3.332, 1.698, 2.059], [-4.948, 0.920, 2.440], [-6.022, 2.904, 2.886], [-3.399, 4.211, 3.367], [-5.111, 4.989, 3.304], [2.345, 3.501, -3.779], [3.193, 2.567, -2.913], [2.225, 1.928, -1.845], [2.672, 0.580, -1.335], [2.969, -0.379, -2.465], [4.181, 0.157, -3.258], [3.833, 1.533, -3.742], [4.786, 2.060, -4.608], [5.412, 0.160, -2.334], [4.340, -0.732, -4.491], [4.290, 3.279, -2.086], [3.135, 4.040, -4.325], [1.833, 4.250, -3.184], [1.796, 3.046, -4.602], [2.049, 2.621, -1.013], [1.178, 1.920, -2.175], [1.926, 0.129, -0.670], [3.525, 0.734, -0.674], [2.172, -0.656, -3.158], [3.290, -1.335, -2.040], [5.788, -0.804, -2.007], [6.198, 0.632, -2.950], [5.483, 0.962, -1.603], [4.422, -1.774, -4.163], [3.450, -0.730, -5.117], [5.280, -0.525, -5.002], [5.257, 3.484, -2.542], [4.448, 2.739, -1.154], [3.897, 4.255, -1.775], [4.425, 2.060, -5.501]]
}